Record 1
Density functional theory data (the ωB97M-V functional and the def2-TZVPD basis) for 2 unconnected molecules or ions with the total composition C2H3BrN2.

```
8
Properties=species:S:1:pos:R:3:forces:R:3
H 1.9785 -0.3616 -0.0089 -0.53 -0.69 1.11
C 0.9632 -0.7855 -0.1252 0.22 0.16 -0.10
Br -1.7916 -0.6681 0.2977 -0.29 -0.70 -0.64
N -1.6392 2.1781 0.5560 1.00 1.26 -1.18
N -0.9974 2.5795 -0.2434 -0.95 -0.54 1.22
C -0.0701 -0.8228 0.8900 0.96 -0.06 2.38
H 0.9704 -1.8276 -0.4247 0.42 -0.63 -0.10
H 0.5863 -0.2920 -0.9416 -0.83 1.21 -2.68
```
Positions in Å, forces in eV/Å.

Calculated values
LUMO (eV): -0.434
Orbital gap (eV): 7.95
HOMO (eV): -8.4

Record 2
Density functional theory data (the ωB97M-V functional and the def2-TZVPD basis) for 2 unconnected molecules or ions with the total composition C4H8O2.

```
14
Properties=species:S:1:pos:R:3:forces:R:3
H 0.9058 1.1942 -0.6247 -0.01 -0.13 0.18
H -2.5590 0.1151 -2.0000 0.07 0.13 0.00
H 0.5978 -1.9575 0.5312 0.15 0.06 -0.09
H -0.0074 0.8748 2.3657 0.10 -0.08 -0.09
H -1.8413 1.1654 -0.7553 0.05 -0.15 -0.18
O -1.0226 -0.7509 -0.9522 -0.12 -0.14 0.13
H -0.9581 0.8492 -2.2711 -0.12 -0.13 0.15
C 0.6182 0.5232 1.5565 0.08 0.06 -0.14
C 1.6715 -0.4105 1.0803 0.36 0.28 0.20
C -1.6214 0.4035 -1.5162 -0.20 0.20 -0.18
O 1.4765 -1.7859 0.8929 -0.27 -0.10 -0.07
C 0.9938 0.6618 0.3129 0.05 0.01 0.18
H -0.9637 -0.5958 -0.0049 -0.01 -0.02 -0.10
H 2.7097 -0.2867 1.3850 -0.13 0.01 0.03
```
Positions in Å, forces in eV/Å.

Calculated values
LUMO (eV): 0.883
Orbital gap (eV): 10.49
Structure (SMILES): OC1C=C1.CO
HOMO (eV): -9.6

Record 3
Density functional theory data (the ωB97M-V functional and the def2-TZVPD basis) for 2 unconnected molecules or ions with the total composition C7H12N2O2.

```
23
Properties=species:S:1:pos:R:3:forces:R:3
H -1.2186 2.0492 -0.0003 -1.57 -0.70 -1.31
H 1.7112 -1.1580 2.0896 -1.56 0.38 1.25
H -1.6218 1.2956 -1.5956 0.42 0.73 -1.96
H -2.5409 -1.0963 1.4433 -0.03 -1.09 0.74
H 2.1748 -1.4858 -1.7193 0.64 -0.92 -0.46
H 3.1125 -1.0962 1.2986 0.58 -0.19 -0.48
C -2.3181 -0.1023 1.1773 -0.92 -1.81 5.62
H 0.4454 -1.2977 -1.4996 -1.20 -0.72 -0.59
N 1.3143 0.8110 0.2199 -0.86 5.16 3.01
H -2.9353 2.1308 -0.6684 -0.27 0.00 -0.06
H -2.6503 0.6315 1.8437 -0.24 1.13 0.89
C -2.0556 1.4998 -0.6709 2.01 0.05 2.89
C -1.9169 -0.9395 -1.0446 -0.60 2.60 2.72
C -2.1383 0.1271 -0.0758 1.24 0.35 -8.27
H 1.9323 -2.3440 0.7584 0.21 0.24 0.47
N -1.6226 -1.7805 -1.7782 0.47 -1.27 -1.23
H 1.3044 2.2602 1.6367 0.18 -1.77 -0.99
C 1.3950 -0.8116 -1.4789 1.02 -0.49 3.68
O 0.9780 1.7262 -0.5577 0.12 -0.71 -0.50
C 2.0632 -1.3141 1.1197 0.64 -0.44 -2.37
C 1.5833 -0.4353 0.0064 -0.12 -2.12 -1.84
O 1.5653 1.2880 1.5623 0.00 0.15 -0.13
H 1.4389 0.0420 -2.0664 -0.16 1.43 -1.09
```
Positions in Å, forces in eV/Å.

Calculated values
LUMO (alpha / beta) (eV): -0.179 / -3.730
Orbital gap (alpha / beta) (eV): 3.92 / 4.52
Spin multiplicity: 3
HOMO (alpha / beta) (eV): -4.1 / -8.2

Record 4
Density functional theory data (the ωB97M-V functional and the def2-TZVPD basis) for a molecular structure, C22H25AsF6N6O7PtSe.

```
69
Properties=species:S:1:pos:R:3:forces:R:3
C 0.2010 1.2452 4.0491 0.02 -1.45 -0.13
H 4.4812 7.1418 -1.2196 0.03 0.10 -0.06
H 0.4947 1.5266 6.1487 0.01 -0.02 0.00
H -2.0020 -3.9168 -3.6095 0.03 0.03 0.00
C 2.3535 5.8360 -0.3640 0.07 -0.05 0.08
C 0.4338 -1.0438 3.2393 0.09 0.10 -0.40
C -2.1957 -3.6721 -1.0089 -0.07 -0.20 0.08
N -2.8707 -2.3775 -0.9647 -0.20 0.11 0.15
H 4.1355 1.4944 0.3068 0.10 -0.09 -0.01
H 2.6449 1.3882 1.2502 0.00 -0.05 -0.04
N -1.9821 -1.8775 -3.1513 -0.12 0.05 -0.19
As 1.4761 2.0083 -3.7545 -0.17 -0.67 0.07
C 0.4435 0.8123 5.3396 -0.01 -0.18 0.29
Pt 0.5865 0.2397 -0.1302 -1.60 0.82 1.59
H 2.1878 6.8987 -0.4749 0.01 0.12 -0.03
H 2.6573 1.0023 -0.5090 0.34 0.11 0.05
C 1.4790 3.6306 0.0044 0.15 0.15 -0.55
C 1.2731 5.0146 -0.1133 -0.01 -0.20 -0.13
F 0.0735 1.2894 -4.5212 0.42 0.24 0.32
F 2.8649 2.6543 -2.9326 -0.37 -0.09 -0.16
H -0.7594 5.1776 -0.7233 -0.10 0.13 -0.01
H -2.8757 -4.4096 -1.4438 0.02 0.00 0.05
O 0.9212 -2.2036 7.0944 0.02 -0.06 0.05
N 0.1647 2.6271 3.7660 -0.09 0.99 -0.07
H 4.8333 3.5586 -0.3370 0.09 -0.08 0.00
C 3.6374 5.3196 -0.4810 -0.11 -0.18 0.06
H 5.4971 5.7072 -1.4410 0.13 0.03 -0.07
O 0.5985 2.9935 2.6703 -0.03 0.15 0.59
H 5.3293 6.4354 0.1577 0.12 0.07 0.03
Se -0.0499 2.5543 0.1703 0.89 -1.57 -0.50
F 2.5148 0.9882 -4.7194 -0.33 0.42 0.25
C -1.9547 -1.4138 -0.3791 -0.47 0.03 0.49
H 0.9736 -2.4831 4.7117 -0.06 -0.01 -0.03
H -0.0801 6.6682 -0.0271 -0.05 0.04 -0.01
H -3.8677 -2.6859 -2.7700 0.00 0.04 0.00
H -0.4906 5.2903 1.0174 -0.15 0.13 0.03
H -2.4383 -0.4313 -0.3291 0.16 -0.11 -0.03
C -0.0840 -2.6448 -1.2174 0.37 -0.61 0.14
O 1.4204 -1.4407 1.1463 0.44 0.92 -1.57
C 0.6338 -0.5425 5.5828 -0.08 0.66 -1.28
C 4.8049 6.2076 -0.7698 -0.05 -0.02 0.04
H -1.9300 -3.9680 0.0086 -0.04 -0.02 -0.05
F 0.3993 2.9210 -2.6911 0.44 -0.29 -0.56
H 0.8324 -2.5853 -1.8110 -0.07 0.11 0.07
H -0.1656 -0.8845 -3.1745 -0.11 0.13 0.30
F 1.4336 0.6534 -2.5242 0.13 0.69 -0.60
C -1.3283 -3.1817 -3.1597 -0.04 -0.11 -0.16
N -0.9832 -3.6133 -1.8138 0.14 -0.32 -0.14
C 3.0628 1.6630 0.2764 0.03 -0.09 -0.23
H -1.7054 -1.7501 0.6322 0.08 0.19 -0.16
O 0.0301 -2.9992 1.9245 0.07 -0.18 0.10
O -0.2379 3.4067 4.6171 0.04 -0.11 -0.11
H -0.4175 -3.1162 -3.7621 -0.07 -0.02 0.03
C 2.7771 3.1001 -0.0209 -0.14 -0.03 0.14
C 0.6203 -1.9279 2.0057 -0.89 -0.07 1.19
C -0.0981 5.5834 0.0433 -0.09 -0.01 -0.05
H -1.5350 0.0731 -2.5627 0.18 -0.12 0.13
C -3.1797 -1.9606 -2.3271 -0.15 -0.03 -0.07
C 3.8307 3.9592 -0.2790 -0.05 0.19 0.11
C -1.0685 -0.9185 -2.5579 0.00 0.29 -0.71
O 0.9674 -0.1695 7.7966 -0.04 0.03 0.11
N 0.8538 -0.9990 6.9058 0.22 -0.17 0.77
C 0.0056 0.3043 2.9760 0.27 -0.11 0.88
H -3.6628 -0.9793 -2.3014 0.01 -0.06 -0.01
C 0.7017 -1.4561 4.5108 -0.11 0.00 0.08
H 0.1515 -2.9701 -0.1995 0.02 0.22 -0.25
N -0.7167 -1.3078 -1.1769 0.88 0.77 0.24
F 1.5025 3.2872 -4.9291 0.00 -0.35 0.43
O -0.5807 0.6224 1.9062 -0.13 -0.36 -0.57
```
Positions in Å, forces in eV/Å.

Calculated values
LUMO (alpha / beta) (eV): -0.553 / -0.329
Orbital gap (alpha / beta) (eV): 5.10 / 5.40
Spin multiplicity: 2
Net charge: -1
HOMO (alpha / beta) (eV): -5.6 / -5.7

The evaluated max |F| for the records listed, in turn: 3.06; 0.50; 8.37; 2.40 eV Å⁻¹.
The evaluated energy relative to the best compared isomer or geometry (same formula, charge and spin) for the records listed, in turn: 19.0; 93.8; 102.1; 60.2 kcal per mole.